No. 1
Molecular formula: C10H12
Method: DFT, ωB97M-V with the def2-TZVPD basis set

Structure (SMILES): C1=C[C@@H]2[C@H](C1)[C@@H]1C=C[C@H]2C1
Charge: 0

Geometry as XYZ:
```
22
Properties=species:S:1:pos:R:3:lowdin_charge:R:1
C 1.820 -1.321 -0.462 -0.055
C 0.578 -1.638 -0.913 -0.092
C -0.222 -0.454 -1.154 -0.266
C 0.608 0.746 -0.645 -0.197
C 1.952 0.162 -0.247 -0.152
C -0.329 1.393 0.588 -0.233
C -0.291 0.445 1.757 -0.089
C -0.886 -0.677 1.350 -0.077
C -1.419 -0.443 -0.069 -0.219
C -1.741 1.143 0.043 -0.098
H 2.607 -1.916 -0.119 0.081
H 0.311 -2.602 -1.450 0.131
H -0.716 -0.379 -2.189 0.163
H 0.695 1.577 -1.332 0.125
H 2.149 0.232 0.844 0.122
H 2.661 0.603 -0.860 0.086
H 0.022 2.484 0.700 0.152
H 0.156 0.572 2.746 0.108
H -1.157 -1.594 2.005 0.136
H -2.156 -1.235 -0.451 0.147
H -2.099 1.611 -0.919 0.122
H -2.544 1.293 0.778 0.105
```

No. 2
Molecular formula: C11H18CaN3O3S3
Method: DFT, ωB97M-V with the def2-TZVPD basis set

Charge: +1

Geometry as XYZ:
```
39
Properties=species:S:1:pos:R:3:lowdin_charge:R:1
Ca 0.589 -0.579 0.266 1.331
N 1.707 -2.269 -0.925 -0.079
C 1.972 -3.381 0.029 -0.222
C 2.235 -2.867 1.447 -0.236
N 1.040 -2.144 1.976 -0.090
H 1.095 -2.573 -1.678 0.091
H 2.572 -1.959 -1.358 0.100
H 2.822 -3.983 -0.285 0.120
H 1.100 -4.035 0.046 0.124
H 3.077 -2.173 1.436 0.115
H 2.502 -3.712 2.079 0.119
H 1.196 -1.870 2.941 0.099
H 0.249 -2.786 1.998 0.095
O -1.187 -1.054 -2.518 -0.264
S -1.592 -0.579 -1.229 0.630
O -1.359 -1.558 -0.134 -0.440
N -0.773 0.758 -0.766 -0.323
C -1.610 1.576 -0.057 -0.848
S -1.101 2.643 1.088 0.709
C -3.050 1.284 -0.383 -0.227
C -4.173 2.018 -0.060 -0.007
C -5.412 1.537 -0.472 -0.034
C -5.529 0.338 -1.171 -0.045
C -4.407 -0.418 -1.482 -0.015
C -3.189 0.096 -1.083 -0.232
H -4.075 2.944 0.493 0.114
H -6.305 2.105 -0.245 0.116
H -6.507 -0.014 -1.472 0.117
H -4.487 -1.356 -2.015 0.128
C 3.835 2.310 -0.859 -0.245
S 2.338 2.116 0.056 0.871
C 2.869 2.878 1.558 -0.240
O 2.309 0.606 0.386 -0.732
H 3.972 3.370 -1.074 0.072
H 3.714 1.760 -1.789 0.064
H 4.664 1.911 -0.274 0.073
H 3.557 2.184 2.041 0.073
H 1.985 3.054 2.167 0.045
H 3.358 3.823 1.322 0.072
```

No. 3
Molecular formula: C49H65AsBBeN4P2
Method: DFT, ωB97M-V with the def2-TZVPD basis set

Charge: +1

Geometry as XYZ:
```
123
Properties=species:S:1:pos:R:3:lowdin_charge:R:1
Be -1.028 -0.644 -1.136 0.221
C -3.049 0.021 -4.765 -0.082
C -3.681 0.244 -3.389 -0.662
C -4.195 -1.113 -2.894 -0.087
C -4.850 1.224 -3.469 -0.071
P -2.324 0.747 -2.158 1.183
C -3.266 0.951 -0.573 -0.264
N -2.690 0.104 0.443 -0.049
B -1.311 -0.327 0.592 -0.490
N -1.263 -0.890 1.900 -0.010
C -0.155 -1.325 2.719 -0.305
P 1.428 -1.710 1.792 1.160
C 2.652 -1.463 3.237 -0.697
C 2.452 -2.298 4.504 -0.083
C 2.556 0.028 3.595 -0.116
C 4.045 -1.695 2.647 -0.102
C 1.238 -3.602 1.433 -0.672
C -0.244 -3.973 1.384 -0.091
C 1.838 -3.743 0.029 -0.128
C 1.947 -4.589 2.355 -0.090
C -2.524 -0.875 2.462 -0.172
C -2.992 -1.386 3.663 -0.003
C -4.345 -1.283 3.938 -0.086
C -5.221 -0.683 3.044 -0.092
C -4.769 -0.161 1.845 -0.013
C -3.416 -0.258 1.561 -0.189
C -1.561 2.444 -2.560 -0.648
C -0.224 2.084 -3.221 -0.099
C -2.386 3.351 -3.469 -0.071
C -1.273 3.198 -1.265 -0.100
H -3.788 -0.417 -5.435 0.095
H -2.208 -0.672 -4.700 0.076
H -2.699 0.943 -5.223 0.068
H -4.938 -1.498 -3.593 0.099
H -4.673 -1.047 -1.918 0.082
H -3.387 -1.839 -2.838 0.057
H -5.737 0.708 -3.833 0.094
H -4.644 2.044 -4.148 0.071
H -5.092 1.635 -2.491 0.077
H -4.317 0.683 -0.727 0.078
H -3.244 1.994 -0.232 0.103
H -0.453 -2.194 3.310 0.077
H 0.092 -0.507 3.405 0.092
H 1.398 -2.456 4.726 0.072
H 2.890 -1.770 5.350 0.087
H 2.945 -3.262 4.438 0.065
H 1.774 0.223 4.325 0.077
H 2.361 0.622 2.698 0.031
H 3.500 0.357 4.025 0.088
H 4.126 -2.671 2.175 0.056
H 4.801 -1.632 3.429 0.092
H 4.255 -0.931 1.900 0.063
H -0.826 -3.189 0.909 0.044
H -0.637 -4.142 2.383 0.087
H -0.382 -4.900 0.825 0.092
H 1.368 -3.040 -0.657 0.037
H 1.701 -4.755 -0.353 0.082
H 2.903 -3.530 0.051 0.075
H 1.527 -4.573 3.356 0.073
H 3.012 -4.389 2.415 0.064
H 1.822 -5.597 1.956 0.090
H -2.337 -1.868 4.372 0.108
H -4.731 -1.691 4.860 0.104
H -6.273 -0.636 3.279 0.103
H -5.468 0.282 1.149 0.107
H -0.378 1.477 -4.113 0.075
H 0.405 1.534 -2.515 0.061
H 0.312 2.986 -3.511 0.090
H -2.528 2.921 -4.457 0.068
H -1.854 4.294 -3.593 0.097
H -3.355 3.575 -3.028 0.082
H -0.835 2.545 -0.508 0.031
H -2.167 3.673 -0.866 0.090
H -0.552 3.987 -1.476 0.080
N -0.405 -4.037 -2.966 0.165
C -0.153 -2.733 -2.752 -0.108
N -0.974 -2.197 -1.880 0.050
C -1.818 -3.211 -1.478 -0.240
C -2.858 -3.210 -0.553 -0.021
C -3.523 -4.398 -0.340 -0.044
C -3.184 -5.560 -1.041 -0.059
C -2.157 -5.581 -1.964 0.003
C -1.469 -4.390 -2.166 -0.174
H 0.117 -4.650 -3.572 0.178
H 0.633 -2.194 -3.247 0.152
H -3.115 -2.317 -0.012 0.103
H -4.321 -4.433 0.387 0.117
H -3.736 -6.465 -0.840 0.112
H -1.906 -6.484 -2.501 0.117
C 3.237 4.915 -3.447 -0.086
C 2.391 5.522 -2.535 -0.079
C 1.963 4.837 -1.408 -0.129
C 2.390 3.539 -1.162 -0.390
C 3.207 2.928 -2.111 -0.144
C 3.634 3.604 -3.239 -0.085
As 1.875 2.453 0.402 1.350
C 3.614 2.506 1.313 -0.398
C 4.662 1.769 0.772 -0.137
C 5.882 1.692 1.416 -0.087
C 6.070 2.342 2.623 -0.083
C 5.029 3.061 3.183 -0.079
C 3.809 3.137 2.534 -0.119
C 0.905 3.776 1.476 -0.409
C -0.319 3.407 2.024 -0.130
C -1.067 4.303 2.769 -0.078
C -0.590 5.584 2.995 -0.077
C 0.642 5.955 2.483 -0.070
C 1.378 5.059 1.727 -0.145
H 3.593 5.458 -4.310 0.105
H 2.063 6.540 -2.692 0.106
H 1.299 5.338 -0.712 0.087
H 3.516 1.899 -1.963 0.084
H 4.275 3.108 -3.956 0.105
H 4.516 1.240 -0.162 0.085
H 6.685 1.115 0.982 0.106
H 7.021 2.280 3.131 0.104
H 5.163 3.558 4.132 0.107
H 2.998 3.683 2.998 0.092
H -0.681 2.393 1.873 0.084
H -2.017 3.997 3.183 0.105
H -1.167 6.284 3.581 0.106
H 1.036 6.941 2.683 0.109
H 2.346 5.361 1.344 0.111
```

No. 4
Molecular formula: C4H12N2
Method: DFT, ωB97M-V with the def2-TZVPD basis set

Structure (SMILES): CNCCCN
Charge: 0

Geometry as XYZ:
```
18
Properties=species:S:1:pos:R:3:lowdin_charge:R:1
C -1.425 1.815 -0.438 -0.115
N -1.177 0.676 0.443 -0.138
C -0.918 -0.657 -0.031 -0.291
C 0.254 -1.427 0.584 -0.182
C 1.635 -0.700 0.495 -0.284
N 1.879 0.079 -0.722 0.003
H -1.098 1.534 -1.437 0.071
H -0.760 2.614 -0.098 0.075
H -2.465 2.122 -0.378 0.066
H -0.827 0.845 1.368 0.100
H -1.816 -1.302 -0.086 0.104
H -0.789 -0.576 -1.123 0.096
H -0.011 -1.549 1.635 0.101
H 0.435 -2.373 0.069 0.103
H 1.695 0.044 1.301 0.098
H 2.416 -1.425 0.719 0.098
H 1.215 0.820 -0.790 0.033
H 1.757 -0.538 -1.511 0.062
```

Quick rundown of HOMO-LUMO gap, same order as above: 9.7649; 8.3568; 7.7271; 9.3486 eV
Quick rundown of E_HOMO, same order as above: -8.68; -11.32; -9.92; -8.27 eV